Entry 1:
Below is one molecule with the formula CH3NO2S2, with properties calculated with ωB97M-V/def2-TZVPD.

Last column: Mulliken spin population.
Atoms and positions in Å:
1 C -0.0826 -0.4887 -0.0609  -0.043
2 N 0.8295 0.7096 0.0013  0.005
3 O 2.2002 1.1004 -2.4719  0.267
4 O 2.1027 0.3297 -0.1179  0.048
5 S -0.1887 -1.3553 -1.6506  1.003
6 S 2.7668 0.1165 -1.6321  0.658
7 H 0.1483 -1.3125 0.7298  0.033
8 H -1.0677 -0.2062 0.0252  0.035
9 H 0.5524 1.1155 -0.9331  -0.006

Atoms 1-3, force components in eV/Å:
C 2.8 -2.2 0.6
N -4.3 -0.3 -1.7
O -1.5 2.5 -2.3

## Properties
Frontier orbital gap (spin up / spin down), eV: 9.156 / 6.914
ΔE to the lowest compared entry with this formula, charge and spin, kJ/mol: 92.7
Spin multiplicity: 3
Highest occupied orbital energy (spin up / spin down), eV: -8.3 / -9.4
E, Ha: -1041.34422

Entry 2:
Below is a 2-piece molecular cluster, CH3NO3 overall, with properties calculated with ωB97M-V/def2-TZVPD.

Last column: Löwdin charge in e.
Atoms and positions in Å:
1 C -1.5665 0.0792 0.4614  -0.132
2 N 1.6404 -0.1615 -0.5348  -0.291
3 O 2.2381 0.3190 0.4043  0.040
4 O -0.9420 0.2032 -0.5559  -0.052
5 O 0.7936 -0.9958 -0.4859  0.026
6 H -2.5091 -0.6155 0.7139  0.121
7 H -1.1849 0.6528 1.3398  0.085
8 H 1.5303 0.5184 -1.3428  0.203

Atoms 1-3, force components in eV/Å:
C -0.5 -0.1 1.4
N -1.7 3.0 0.1
O 1.1 -0.4 0.3

## Properties
Frontier orbital gap, eV: 10.369
ΔE to the lowest compared entry with this formula, charge and spin, kJ/mol: 360.2
Spin multiplicity: 1
Highest occupied orbital energy, eV: -10.3
E, Ha: -320.20543

Entry 3:
Below is a 2-piece molecular cluster, CH3NO3 overall, with properties calculated with ωB97M-V/def2-TZVPD.

Last column: Löwdin charge in e.
Atoms and positions in Å:
1 C -0.5578 0.6025 -0.1317  0.168
2 N 0.3884 0.5635 0.8673  -0.467
3 O 0.0422 0.3672 2.0290  0.073
4 O 1.4950 0.9318 0.4913  0.077
5 O 0.5860 -1.3495 -1.2294  -0.052
6 H -1.3362 -0.1207 -0.0203  0.089
7 H -0.4682 0.9888 -1.0628  0.066
8 H -0.1495 -1.9836 -0.9436  0.046

Atoms 1-3, force components in eV/Å:
C -1.8 -3.5 1.0
N 1.2 2.2 0.5
O 0.1 -0.5 -0.6

## Properties
Frontier orbital gap (spin up / spin down), eV: 9.091 / 8.440
ΔE to the lowest compared entry with this formula, charge and spin, kJ/mol: 614.8
Spin multiplicity: 1
Highest occupied orbital energy (spin up / spin down), eV: -11.3 / -10.8
E, Ha: -320.10844